DFT (wB97M-V/def2-TZVPD) results for a molecular structure, C24H10Cl2F5IrN4O2SSe3Te at a distorted geometry.

XYZ file:
```
53
Properties=species:S:1:pos:R:3:mulliken_spin:R:1
Ir 0.77 0.71 -0.32 0.22
Cl 2.01 4.41 5.40 0.01
C 1.58 3.15 4.34 0.05
C 0.95 3.28 3.08 0.01
C 0.89 2.25 2.18 0.09
N 0.34 2.22 0.94 0.26
C -0.58 3.15 0.45 0.03
O -1.26 4.03 1.04 0.24
C -0.73 3.09 -1.03 0.31
C -1.64 3.90 -1.71 0.00
C -1.93 3.69 -3.04 0.09
C -1.22 2.70 -3.72 0.20
C -0.27 1.89 -3.04 -0.05
N -0.16 2.03 -1.70 0.17
C 1.55 1.02 2.53 0.14
C 2.05 0.72 3.82 0.00
C 1.95 1.81 4.71 0.07
Cl 2.47 1.34 6.34 0.01
N 1.67 0.19 1.42 0.21
C 2.61 -0.86 1.50 -0.03
O 3.77 -0.64 1.94 0.06
C 2.22 -2.25 1.16 -0.01
C 1.34 -2.90 2.05 0.00
C 1.22 -4.28 1.98 0.00
C 1.84 -4.89 0.91 0.00
C 2.70 -4.17 0.08 0.00
N 2.87 -2.88 0.19 0.01
H 0.62 4.24 2.73 0.00
H -2.21 4.68 -1.08 0.02
H -2.84 4.17 -3.51 0.02
H -1.42 2.58 -4.82 0.01
H 0.12 0.99 -3.50 -0.02
H 2.44 -0.24 4.08 0.00
H 0.76 -2.25 2.74 0.00
H 0.60 -4.80 2.71 0.00
H 1.64 -5.94 0.74 0.00
H 3.26 -4.64 -0.71 0.00
Se 0.70 -1.31 -1.93 0.62
Se 1.40 -1.25 -4.13 0.72
Te 3.32 0.63 -3.46 0.99
Se 2.95 1.36 -1.13 0.49
F -5.00 -2.69 -3.40 0.00
C -3.97 -2.21 -2.73 0.00
C -3.96 -0.85 -2.46 0.00
F -5.02 -0.16 -2.99 0.00
C -3.15 -0.39 -1.47 0.00
F -3.26 0.95 -1.20 0.00
C -2.25 -1.25 -0.84 0.02
S -1.18 -0.65 0.44 0.08
C -2.32 -2.63 -1.10 -0.01
F -1.44 -3.43 -0.43 0.00
C -3.22 -3.15 -2.00 0.00
F -3.62 -4.47 -2.06 0.00
```

## Properties
Charge ... -1
Spin multiplicity ... 6
Kohn-Sham gap (spin up / spin down) ... 4.2 / 5.3 eV
ΔE to the lowest compared entry with this formula, charge and spin ... 9.98 kcal/mol
E_HOMO (spin up / spin down) ... -0.090 / -0.199 hartree